C28H46BrN3P2PdS | the ωB97M-V functional and the def2-TZVPD basis

CARTESIAN COORDINATES (ANGSTROEM)
N: 4.92171 -2.99898 -3.78485
C: 5.28462 -2.33609 -2.69142
C: 4.57146 -2.38236 -1.49102
C: 3.37005 -3.13331 -1.45155
C: 3.02389 -3.88962 -2.59781
C: 3.82396 -3.75367 -3.74469
C: 2.49214 -3.07169 -0.29467
Pd: -3.25294 -2.27391 1.49882
P: -2.62937 1.42653 1.74576
C: 1.26432 -3.66450 -0.23760
C: 0.26303 -3.42440 0.77016
C: -0.98766 -3.97701 0.48254
C: -2.02305 -3.81349 1.44114
C: -1.68178 -2.86485 2.44904
C: -0.44297 -2.42175 2.88065
C: 0.59051 -2.75567 1.98927
Br: -3.45904 -2.14168 3.94688
H: 2.86443 -2.51905 0.56995
H: 1.00847 -4.46114 -0.94042
H: 4.93820 -1.85959 -0.60422
H: 2.17331 -4.57230 -2.60257
H: 6.20276 -1.74123 -2.76130
H: 3.55182 -4.29697 -4.64811
H: -1.16387 -4.55972 -0.42586
H: 1.62550 -2.52915 2.21647
H: -2.94139 -4.41542 1.54386
H: -0.34686 -1.88792 3.81957
P: -1.08904 0.14265 -1.38757
C: -1.37536 1.24282 3.07841
C: -1.83537 1.30682 4.53438
H: -0.62987 2.03725 2.88131
H: -0.87136 0.27657 2.86987
H: -0.94592 1.29790 5.17654
H: -2.40079 2.22369 4.74678
H: -2.42936 0.43000 4.81295
C: -4.25352 1.14131 2.55236
C: -5.16062 2.28926 2.97151
H: -4.07765 0.45113 3.39091
H: -4.78103 0.52930 1.80153
H: -6.14125 1.87676 3.24266
H: -4.79603 2.80919 3.86101
H: -5.32474 3.01609 2.17328
C: -2.53869 3.19795 1.28590
C: -2.62521 4.24039 2.39596
H: -3.33852 3.35180 0.53491
H: -1.57506 3.29448 0.74634
H: -2.53290 5.23018 1.92862
H: -3.59192 4.20625 2.91309
H: -1.81198 4.12892 3.12248
C: -0.46204 1.71465 -2.16029
C: -1.34108 2.94392 -1.96469
H: -0.31142 1.50376 -3.22350
H: 0.52283 1.85037 -1.69546
H: -1.29518 3.56252 -2.86819
H: -2.39468 2.69445 -1.79340
H: -0.98158 3.55862 -1.13391
C: -2.73284 0.02383 -2.23240
C: -3.39526 -1.34713 -2.18739
H: -2.57005 0.35069 -3.26903
H: -3.37435 0.76833 -1.74106
H: -4.45085 -1.24978 -2.46184
H: -2.93210 -2.05561 -2.88008
H: -3.36325 -1.78465 -1.17667
C: -0.17344 -1.13829 -2.37319
C: 1.17340 -0.72745 -2.95923
H: -0.85013 -1.49568 -3.16245
H: -0.02155 -1.97928 -1.67909
H: 1.63226 -1.59697 -3.44812
H: 1.08430 0.07342 -3.70554
H: 1.84515 -0.39360 -2.15057
S: 2.12276 0.62274 0.17049
C: 3.48102 1.51296 -0.29676
N: 3.79248 2.76548 0.13159
C: 5.10342 3.22537 -0.28612
C: 5.61238 2.06425 -1.14219
N: 4.49985 1.13332 -1.12477
H: 3.20630 3.24707 0.80239
H: 5.74397 3.41001 0.58321
H: 5.02086 4.14220 -0.87589
H: 6.51198 1.60955 -0.71110
H: 5.83500 2.38630 -2.16398
H: 4.54683 0.20285 -1.53202

Orbital gap (spin up / spin down) in Ha: 0.2275 / 0.1638
Expectation value of S²: 2.051
HOMO energy (spin up / spin down) in eV: -13.18 / -13.15
Energy above the lowest of the compared OMol25 structures with the same formula, charge and spin in kcal/mol: 37.2
Multiplicity: 3
LUMO energy (spin up / spin down) in eV: -6.99 / -8.69
Charge: +2